[1]
Molecular formula: C15H20N2O3S
Method: DFT, ωB97M-V/def2-TZVPD

Positions of all 41 atoms, in Å:
C: -2.65 -2.86 0.48
C: -3.49 -1.68 0.27
O: -3.30 -0.82 1.05
C: -2.17 -0.12 1.05
C: -1.26 -0.22 2.18
C: 0.07 0.48 1.74
C: 0.38 1.08 0.56
C: 1.74 1.63 0.37
O: 1.95 2.89 0.84
N: 2.75 0.89 0.07
C: 4.05 1.21 -0.07
C: 4.92 0.00 -0.70
N: 3.82 -0.88 -1.00
C: 2.66 -0.52 -0.19
S: 1.24 -1.55 -0.44
C: 2.00 -3.04 -0.93
C: -0.49 1.14 -0.35
C: -1.86 0.87 -0.16
O: -2.79 0.92 -1.32
C: -3.87 1.33 -1.01
C: -4.77 1.56 -2.09
H: -2.74 -3.21 1.43
H: -1.80 -2.44 0.25
H: -2.93 -3.73 -0.13
H: -4.51 -1.87 0.50
H: -3.56 -1.32 -0.78
H: -1.44 -0.57 3.20
H: 0.84 0.40 2.49
H: 4.17 2.03 -0.82
H: 4.54 1.72 0.72
H: 5.65 -0.54 -0.03
H: 5.30 0.27 -1.72
H: 2.34 -3.03 -1.97
H: 2.73 -3.47 -0.29
H: 1.19 -3.59 -0.94
H: -0.32 1.74 -1.15
H: -3.69 2.50 -0.56
H: -4.29 1.15 -0.10
H: -4.29 1.89 -3.10
H: -5.78 1.99 -1.80
H: -5.01 0.28 -2.32

For the energy above the lowest of the compared OMol25 structures with the same formula, charge and spin, the calculation gives 332.3 kcal/mol. The value obtained for the highest occupied orbital energy is -8.457 eV. As for the SMILES: CCOc1ccc(C(=O)N2CCN=C2SC)cc1OCC. Its energy is -1316.53006 Eh. The LUMO energy is -0.24 eV. Its HOMO-LUMO gap is 8.21 eV.

Here are the Mulliken charges for atoms 1 to 5, given in e: atom 1 (C): -1.087, atom 2 (C): -0.102, atom 3 (O): -0.388, atom 4 (C): 0.257, atom 5 (C): -1.024

---

[2]
Molecular formula: C15H20NO5
Method: DFT, ωB97M-V/def2-TZVPD

Positions of all 41 atoms, in Å:
C: 1.71 -3.12 2.91
C: 2.93 -2.92 2.01
O: 2.91 -1.62 1.40
C: 2.57 -1.58 0.04
C: 1.16 -2.06 -0.19
N: 0.43 -1.20 -0.80
C: -0.98 -1.40 -1.15
C: -1.87 -1.48 0.10
O: -3.05 -0.76 -0.24
C: -3.86 -0.40 0.81
O: -3.93 0.73 1.19
C: 1.18 0.01 -1.18
C: 2.51 -0.13 -0.44
H: 1.92 -2.78 3.93
H: 1.43 -4.17 2.97
H: 0.87 -2.53 2.54
H: 3.00 -3.70 1.25
H: 3.86 -2.97 2.59
H: 3.25 -2.22 -0.55
H: 0.79 -3.04 0.11
H: -1.04 -2.31 -1.75
H: -1.29 -0.56 -1.78
H: -1.37 -1.00 0.95
H: -2.11 -2.52 0.34
H: -4.47 -1.23 1.19
H: 1.25 0.02 -2.28
H: 0.61 0.89 -0.87
H: 2.47 0.48 0.47
H: 3.38 0.20 -1.02
C: -1.79 3.03 0.12
C: -1.53 2.24 -0.91
C: -0.90 2.75 -2.15
O: -0.63 2.00 -3.07
C: -0.60 4.20 -2.21
C: -0.86 5.00 -1.19
C: -1.47 4.48 0.07
O: -1.68 5.20 1.02
H: -2.24 2.66 1.03
H: -1.77 1.18 -0.90
H: -0.15 4.56 -3.13
H: -0.65 6.06 -1.20

For the energy above the lowest of the compared OMol25 structures with the same formula, charge and spin, the calculation gives 1.3 kcal/mol. The value obtained for the highest occupied orbital energy is -12.638 eV. Its energy is -1014.20545 Eh. The total charge is +1. The LUMO energy is -4.34 eV. Its HOMO-LUMO gap is 8.30 eV.

Here are the Mulliken charges for atoms 1 to 5, given in e: atom 1 (C): -0.794, atom 2 (C): -0.492, atom 3 (O): -0.402, atom 4 (C): 0.343, atom 5 (C): -0.427

---

[3]
Molecular formula: C15H20NOS2
Method: DFT, ωB97M-V/def2-TZVPD

Positions of all 39 atoms, in Å:
O: -0.35 2.66 0.75
S: -0.04 -2.11 -0.11
S: -2.86 -1.06 1.04
C: 0.24 -0.56 0.59
C: -0.33 -0.22 1.92
C: -1.70 -0.39 2.20
C: 1.26 -2.42 -2.59
C: 2.11 -1.85 -3.56
C: 2.05 0.25 -2.44
C: 0.86 -1.64 -1.52
C: 1.34 -0.35 -1.38
C: 2.45 -0.48 -3.52
N: 1.07 0.20 -0.11
C: -3.41 -2.53 1.98
C: 3.30 0.17 -4.58
C: -3.35 1.13 3.37
C: 0.84 2.67 -0.05
C: -2.21 0.15 3.54
C: 1.68 1.45 0.31
H: -0.94 3.42 0.55
H: 0.33 0.27 2.65
H: 0.95 -3.47 -2.70
H: 2.48 -2.46 -4.38
H: 2.44 1.26 -2.42
H: -3.81 -2.18 2.89
H: -2.56 -3.20 2.22
H: -4.17 -3.04 1.36
H: 2.71 0.88 -5.16
H: 4.16 0.68 -4.11
H: 3.75 -0.52 -5.26
H: -3.80 1.32 4.34
H: -2.94 2.03 2.88
H: -4.12 0.75 2.69
H: 1.38 3.57 0.16
H: 0.59 2.69 -1.09
H: -2.54 -0.64 4.17
H: -1.41 0.61 4.12
H: 2.67 1.54 -0.17
H: 1.86 1.40 1.40

For the energy above the lowest of the compared OMol25 structures with the same formula, charge and spin, the calculation gives 1.2 kcal/mol. The value obtained for the highest occupied orbital energy is -11.544 eV. Its energy is -1509.70255 Eh. The total charge is +1. The LUMO energy is -3.78 eV. Its HOMO-LUMO gap is 7.76 eV.

Here are the Mulliken charges for atoms 1 to 5, given in e: atom 1 (O): -0.442, atom 2 (S): -0.054, atom 3 (S): 0.015, atom 4 (C): 0.484, atom 5 (C): -0.502

---

[4]
Molecular formula: C15H20O11S2
Method: DFT, ωB97M-V/def2-TZVPD

Positions of all 48 atoms, in Å:
O: -1.61 2.25 -5.84
S: -0.16 1.98 -5.87
O: 0.66 3.08 -5.46
O: 0.10 1.62 -7.24
O: 0.24 0.63 -4.98
C: -0.95 0.23 -4.16
C: -1.23 1.10 -2.95
O: -2.53 1.71 -3.00
C: -2.72 2.69 -1.92
C: -2.57 2.06 -0.57
C: -1.27 1.32 -0.41
O: -1.19 0.62 0.79
C: -1.01 1.32 2.03
C: -0.65 0.22 3.09
C: 0.37 -0.86 2.68
O: 1.21 -1.07 3.82
C: 2.39 -1.70 3.46
C: 3.03 -2.07 4.58
C: 4.31 -2.61 4.57
C: 4.97 -2.69 3.38
C: 4.33 -2.24 2.21
C: 3.04 -1.67 2.21
C: -1.11 0.37 -1.57
O: -2.20 -0.65 -1.52
S: -1.98 -2.10 -0.75
O: -2.59 -3.25 -1.38
O: -2.43 -2.03 0.70
O: -0.51 -2.20 -0.58
H: -0.85 -0.84 -3.88
H: -1.90 0.15 -4.79
H: -0.48 1.87 -2.91
H: -3.78 3.08 -2.00
H: -2.04 3.48 -2.04
H: -2.53 2.93 0.24
H: -3.49 1.43 -0.36
H: -0.36 1.97 -0.54
H: -0.19 2.03 1.92
H: -1.91 1.87 2.46
H: -0.39 0.60 4.02
H: -1.59 -0.37 3.14
H: -0.08 -1.78 2.22
H: 0.96 -0.32 1.87
H: 2.42 -2.40 5.43
H: 4.90 -2.96 5.41
H: 6.04 -3.04 3.37
H: 4.86 -2.37 1.23
H: 2.63 -1.28 1.33
H: -0.13 -0.10 -1.46

For the energy above the lowest of the compared OMol25 structures with the same formula, charge and spin, the calculation gives 2.6 kcal/mol. The value obtained for the highest occupied orbital energy is -2.740 eV. As for the SMILES: O=S(=O)([O-])OC[C@H]1OCC[C@@H](OCCCOc2ccccc2)[C@H]1OS(=O)(=O)[O-]. Its energy is -2207.55981 Eh. The total charge is -2. The LUMO energy is 4.13 eV. Its HOMO-LUMO gap is 6.87 eV.

Here are the Mulliken charges for atoms 1 to 5, given in e: atom 1 (O): -0.665, atom 2 (S): 1.199, atom 3 (O): -0.690, atom 4 (O): -0.755, atom 5 (O): -0.381

---

[5]
Molecular formula: C15H21AuF6N4O
Method: DFT, ωB97M-V/def2-TZVPD

Positions of all 48 atoms, in Å:
Au: -0.14 0.20 0.23
C: 2.36 -1.27 -1.13
C: 1.00 -1.92 -1.46
N: 0.02 -1.93 -0.34
C: -1.33 -2.34 -0.83
C: -2.01 -1.17 -1.48
C: -3.14 -1.27 -2.28
C: -3.70 -0.11 -2.80
C: -3.13 1.13 -2.51
C: -2.01 1.17 -1.70
C: -1.32 2.44 -1.27
N: 0.02 2.12 -0.71
C: 1.00 1.89 -1.83
C: 2.36 1.30 -1.41
N: 2.21 0.08 -0.63
N: -1.48 0.03 -1.23
H: 3.02 -1.35 -2.00
H: 2.83 -1.85 -0.33
H: 1.17 -2.95 -1.78
H: 0.52 -1.39 -2.28
H: 0.32 -2.51 0.43
H: -1.92 -2.72 0.00
H: -1.22 -3.15 -1.56
H: -3.56 -2.24 -2.49
H: -4.58 -0.16 -3.42
H: -3.54 2.05 -2.90
H: -1.91 2.96 -0.51
H: -1.22 3.12 -2.13
H: 0.34 2.85 -0.08
H: 1.16 2.84 -2.34
H: 0.49 1.22 -2.53
H: 2.87 2.03 -0.77
H: 2.98 1.19 -2.30
H: 2.68 0.18 0.26
C: -0.82 0.11 3.31
C: 0.68 0.05 3.05
O: 1.05 0.48 1.74
C: 1.22 -1.36 3.29
F: 0.59 -2.22 2.43
F: 2.52 -1.47 3.04
F: 0.96 -1.80 4.51
C: 1.40 1.09 3.95
F: 1.20 0.82 5.24
F: 2.71 1.12 3.72
F: 0.91 2.31 3.69
H: -1.36 -0.61 2.69
H: -1.18 1.12 3.13
H: -1.04 -0.15 4.34

The value obtained for the highest occupied orbital energy is -15.757 eV. Its energy is -1612.73925 Eh. The total charge is +2. The LUMO energy is -8.96 eV. Its HOMO-LUMO gap is 6.79 eV.

Here are the Mulliken charges for atoms 1 to 5, given in e: atom 1 (Au): 1.673, atom 2 (C): -1.051, atom 3 (C): -0.624, atom 4 (N): -0.380, atom 5 (C): -1.056

---

[6]
Molecular formula: C15H21BeN4O9
Method: DFT, ωB97M-V/def2-TZVPD

Positions of all 50 atoms, in Å:
Be: -4.22 -0.32 0.76
O: -0.55 -2.79 0.25
C: -1.49 -1.87 0.53
O: -2.15 -1.96 1.62
O: -1.84 -0.99 -0.20
H: -0.65 -3.05 1.17
C: -4.10 -0.60 4.23
O: -4.11 0.01 3.15
N: -4.91 -0.38 5.23
N: -3.29 -1.46 4.65
H: -4.84 -0.93 6.08
H: -5.48 0.44 5.12
H: -3.19 -1.77 5.60
H: -2.69 -1.86 3.95
C: 0.99 -2.62 -3.04
O: 1.44 -2.70 -4.22
N: 1.65 -2.12 -2.04
N: -0.10 -3.25 -2.66
H: 1.22 -2.27 -1.14
H: 2.60 -1.78 -2.10
H: -0.48 -3.09 -1.73
H: -0.51 -3.80 -3.40
C: -0.26 1.36 -2.10
C: 0.93 2.08 -2.20
C: 1.57 2.07 -3.48
C: 1.06 1.37 -4.60
C: -0.14 0.64 -4.40
C: -0.75 0.56 -3.12
O: -1.77 -0.27 -2.86
O: 2.72 2.79 -3.55
H: -0.89 1.33 -1.23
H: 1.29 2.52 -1.28
H: 1.53 1.34 -5.57
H: -0.41 0.03 -5.25
H: -1.85 -0.41 -1.91
H: 3.15 2.59 -4.38
C: 2.74 2.67 2.46
C: 1.35 2.34 2.66
C: 0.80 1.30 1.96
C: 1.53 0.64 0.99
C: 2.89 0.99 0.75
C: 3.47 2.02 1.51
O: 4.88 2.19 1.59
O: -0.51 0.93 2.24
H: 3.28 3.29 3.15
H: 0.73 2.87 3.36
H: 1.19 -0.14 0.32
H: 3.57 0.63 -0.01
H: 5.23 1.36 1.26
H: -0.61 0.04 1.88

The value obtained for the highest occupied orbital energy is -10.366 eV. Its energy is -1494.72354 Eh. The total charge is +1. The LUMO energy is -7.97 eV. Its HOMO-LUMO gap is 2.39 eV.

Here are the Mulliken charges for atoms 1 to 5, given in e: atom 1 (Be): 0.910, atom 2 (O): -0.550, atom 3 (C): 0.532, atom 4 (O): -0.710, atom 5 (O): -0.534

---

[7]
Molecular formula: C15H21Br30N2O4PS
Method: DFT, ωB97M-V/def2-TZVPD

Positions of all 74 atoms, in Å:
C: -0.10 -2.31 -0.23
O: 0.45 -0.98 -0.23
C: 1.63 -0.88 -0.94
O: 1.46 -1.20 -2.36
C: 2.19 -2.26 -2.67
N: 2.41 -3.33 -2.99
C: 2.04 0.64 -0.90
O: 1.68 1.22 -2.15
C: 2.07 2.59 -2.26
S: 3.48 2.68 -3.44
P: 3.85 0.89 -0.41
N: 3.96 2.38 0.53
O: 4.22 -0.30 0.74
H: 0.10 -2.83 0.74
H: -1.20 -2.19 -0.33
H: 0.22 -2.94 -1.07
H: 2.43 -1.51 -0.50
H: 1.40 1.14 -0.12
H: 2.25 3.09 -1.29
H: 1.22 3.11 -2.74
H: 4.54 3.17 -2.75
H: 4.88 2.32 0.97
H: 4.03 3.18 -0.10
H: 3.44 -0.49 1.28
C: -4.02 -4.03 0.55
Br: -4.83 -3.09 2.03
Br: -3.44 -2.81 -0.83
Br: -2.58 -5.18 1.14
H: -4.78 -4.67 0.12
C: 5.97 -3.09 -4.78
Br: 6.88 -1.94 -6.05
Br: 4.61 -2.14 -3.78
Br: 5.25 -4.66 -5.63
H: 6.72 -3.42 -4.07
C: -8.14 -3.67 4.07
Br: -7.52 -4.94 5.39
Br: -9.63 -4.37 3.07
Br: -8.55 -1.95 4.86
H: -7.33 -3.52 3.37
C: 7.47 3.75 -4.06
Br: 9.27 3.31 -4.60
Br: 6.15 2.78 -5.09
Br: 7.21 3.49 -2.16
H: 7.32 4.80 -4.26
C: -4.07 0.91 2.32
Br: -5.22 1.03 0.78
Br: -5.00 0.20 3.86
Br: -2.46 -0.09 1.94
H: -3.77 1.92 2.57
C: -8.49 -9.33 4.28
Br: -7.26 -8.22 3.30
Br: -8.39 -9.00 6.18
Br: -10.30 -9.17 3.62
H: -8.19 -10.36 4.12
C: -13.30 -7.16 2.37
Br: -12.37 -6.08 1.07
Br: -14.64 -6.15 3.33
Br: -14.04 -8.76 1.58
H: -12.56 -7.48 3.10
C: 6.34 7.73 -1.77
Br: 5.51 6.37 -0.67
Br: 8.11 8.18 -1.14
Br: 6.35 7.25 -3.64
H: 5.74 8.62 -1.68
C: -3.61 4.68 4.49
Br: -4.76 4.80 2.95
Br: -4.54 3.97 6.03
Br: -2.00 3.68 4.11
H: -3.30 5.69 4.74
C: 11.49 9.51 -2.81
Br: 13.28 9.10 -3.39
Br: 10.17 8.56 -3.85
Br: 11.26 9.22 -0.91
H: 11.33 10.56 -2.99

The value obtained for the highest occupied orbital energy is -8.137 eV. Its energy is -78954.34605 Eh. The LUMO energy is -0.36 eV. Its HOMO-LUMO gap is 7.77 eV.

Here are the Mulliken charges for atoms 1 to 5, given in e: atom 1 (C): 0.125, atom 2 (O): -0.212, atom 3 (C): -0.229, atom 4 (O): -0.328, atom 5 (C): 0.396

---

[8]
Molecular formula: C15H21BrN2O
Method: DFT, ωB97M-V/def2-TZVPD

Positions of all 40 atoms, in Å:
C: -2.50 -2.19 -4.60
C: -1.70 -1.85 -3.38
C: -1.72 -2.65 -2.25
C: -0.96 -2.35 -1.14
C: -0.15 -1.22 -1.11
N: 0.64 -0.87 -0.01
C: 0.73 -1.47 1.21
O: 0.11 -2.46 1.54
C: 1.65 -0.72 2.17
N: 0.97 0.34 2.90
C: 0.62 1.48 2.08
C: 0.27 2.72 2.92
C: -1.11 2.64 3.57
C: -1.13 1.91 4.92
C: -0.20 0.70 5.01
C: -0.11 -0.14 3.74
C: -0.14 -0.41 -2.25
Br: 0.94 1.18 -2.29
C: -0.90 -0.71 -3.36
H: -1.88 -2.77 -5.29
H: -2.83 -1.29 -5.11
H: -3.36 -2.79 -4.34
H: -2.33 -3.54 -2.24
H: -0.99 -2.98 -0.26
H: 1.21 -0.04 -0.15
H: 2.50 -0.29 1.63
H: 2.03 -1.44 2.90
H: -0.23 1.28 1.41
H: 1.50 1.73 1.47
H: 1.04 2.87 3.68
H: 0.30 3.57 2.25
H: -1.79 2.14 2.87
H: -1.49 3.65 3.72
H: -2.16 1.59 5.11
H: -0.86 2.61 5.71
H: -0.54 0.08 5.84
H: 0.81 1.03 5.25
H: -1.08 -0.15 3.21
H: 0.11 -1.17 4.02
H: -0.86 -0.06 -4.22

For the energy above the lowest of the compared OMol25 structures with the same formula, charge and spin, the calculation gives 0.0 kcal/mol. The value obtained for the highest occupied orbital energy is -8.423 eV. As for the SMILES: Cc1ccc(NC(=O)CN2CCCCCC2)c(Br)c1. Its energy is -3342.96194 Eh. The LUMO energy is 0.60 eV. Its HOMO-LUMO gap is 9.02 eV.

Here are the Mulliken charges for atoms 1 to 5, given in e: atom 1 (C): -1.418, atom 2 (C): 0.711, atom 3 (C): -0.879, atom 4 (C): -0.433, atom 5 (C): 0.850

---

Question: Which value of highest occupied orbital energy does entry 5 give?
Answer: -15.757 eV

---

Question: What is the highest occupied orbital energy in the second record?
Answer: -12.638 eV

---

Question: What is the energy in the second record?
Answer: -1014.20545 Eh

---

What did the third record say?
Molecular formula: C15H20NOS2
Method: DFT, ωB97M-V/def2-TZVPD

Positions of all 39 atoms, in Å:
O: -0.35 2.66 0.75
S: -0.04 -2.11 -0.11
S: -2.86 -1.06 1.04
C: 0.24 -0.56 0.59
C: -0.33 -0.22 1.92
C: -1.70 -0.39 2.20
C: 1.26 -2.42 -2.59
C: 2.11 -1.85 -3.56
C: 2.05 0.25 -2.44
C: 0.86 -1.64 -1.52
C: 1.34 -0.35 -1.38
C: 2.45 -0.48 -3.52
N: 1.07 0.20 -0.11
C: -3.41 -2.53 1.98
C: 3.30 0.17 -4.58
C: -3.35 1.13 3.37
C: 0.84 2.67 -0.05
C: -2.21 0.15 3.54
C: 1.68 1.45 0.31
H: -0.94 3.42 0.55
H: 0.33 0.27 2.65
H: 0.95 -3.47 -2.70
H: 2.48 -2.46 -4.38
H: 2.44 1.26 -2.42
H: -3.81 -2.18 2.89
H: -2.56 -3.20 2.22
H: -4.17 -3.04 1.36
H: 2.71 0.88 -5.16
H: 4.16 0.68 -4.11
H: 3.75 -0.52 -5.26
H: -3.80 1.32 4.34
H: -2.94 2.03 2.88
H: -4.12 0.75 2.69
H: 1.38 3.57 0.16
H: 0.59 2.69 -1.09
H: -2.54 -0.64 4.17
H: -1.41 0.61 4.12
H: 2.67 1.54 -0.17
H: 1.86 1.40 1.40

For the energy above the lowest of the compared OMol25 structures with the same formula, charge and spin, the calculation gives 1.2 kcal/mol. The value obtained for the highest occupied orbital energy is -11.544 eV. Its energy is -1509.70255 Eh. The total charge is +1. The LUMO energy is -3.78 eV. Its HOMO-LUMO gap is 7.76 eV.

Here are the Mulliken charges for atoms 1 to 5, given in e: atom 1 (O): -0.442, atom 2 (S): -0.054, atom 3 (S): 0.015, atom 4 (C): 0.484, atom 5 (C): -0.502